Entry 1:
{"formula": "C15H16INO4S", "method": "wB97M-V/def2-TZVPD", "species": ["C", "C", "C", "S", "C", "C", "C", "C", "C", "I", "C", "C", "C", "O", "C", "C", "O", "C", "O", "N", "C", "O", "H", "H", "H", "H", "H", "H", "H", "H", "H", "H", "H", "H", "H", "H", "H", "H"], "xyz": [[-0.83, -0.37, 2.32], [-0.17, -0.81, 0.98], [0.24, 0.06, -0.14], [0.10, 1.77, -0.03], [1.08, 2.21, 1.36], [2.52, 2.03, 1.49], [3.30, 2.63, 2.36], [2.72, 3.49, 3.26], [1.38, 3.74, 3.27], [0.57, 5.07, 4.81], [0.60, 3.07, 2.34], [0.83, -0.59, -1.39], [-0.14, -0.39, -2.57], [-1.19, -1.30, -2.45], [-2.22, -1.22, -3.44], [-3.36, -2.20, -2.96], [-3.94, -1.58, -1.81], [1.18, -2.09, -1.29], [2.01, -2.60, -2.03], [0.86, -2.78, -0.18], [0.01, -2.28, 0.82], [-0.78, -3.01, 1.29], [-1.74, -0.93, 2.57], [-1.11, 0.66, 2.24], [-0.15, -0.42, 3.24], [2.87, 1.38, 0.80], [4.45, 2.45, 2.25], [3.33, 3.65, 4.17], [-0.49, 3.27, 2.43], [1.83, -0.23, -1.56], [0.33, -0.66, -3.52], [-0.56, 0.61, -2.67], [-1.84, -1.52, -4.40], [-2.54, -0.15, -3.57], [-4.14, -2.42, -3.66], [-2.82, -3.14, -2.79], [-3.22, -1.61, -1.24], [1.03, -3.80, -0.30]], "mulliken_charge": [-1.39, 0.56, -0.07, -0.15, 0.06, -0.44, -0.64, 0.02, -0.76, 0.06, 0.40, 0.48, -0.96, -0.19, -0.53, -0.48, -0.53, 0.03, -0.68, -0.09, 0.08, -0.54, 0.36, 0.37, 0.27, 0.55, 0.24, 0.30, 0.29, 0.57, 0.40, 0.50, 0.32, 0.30, 0.44, 0.24, 0.32, 0.29], "spin_multiplicity": 1, "homo_ev": -8.9, "relative_energy_ev": 2.093, "orbital_gap_ev": 8.46, "smiles": "CC1=C(Sc2cccc(I)c2)[C@H](COCCO)C(=O)NC1=O"}

---

Entry 2:
{"formula": "C24H18Cl2N5O6V", "method": "wB97M-V/def2-TZVPD", "species": ["V", "N", "N", "C", "O", "O", "H", "H", "H", "Cl", "C", "C", "C", "Cl", "C", "O", "C", "C", "O", "C", "H", "H", "H", "C", "O", "C", "C", "C", "C", "C", "C", "N", "N", "C", "C", "C", "C", "O", "C", "N", "C", "C", "C", "C", "H", "H", "H", "H", "H", "H", "H", "H", "H", "H", "H", "H"], "xyz": [[-0.38, -2.68, -2.55], [0.10, -4.82, -3.55], [-1.02, -5.11, -4.31], [-2.12, -4.33, -4.15], [-3.20, -4.40, -4.63], [-1.79, -3.28, -3.25], [0.92, -4.71, -4.15], [0.29, -5.53, -2.85], [-1.12, -6.00, -4.78], [5.14, 1.58, -2.92], [3.83, 0.50, -3.15], [3.54, 0.04, -4.43], [2.48, -0.84, -4.59], [2.09, -1.44, -6.14], [1.73, -1.24, -3.47], [0.73, -2.12, -3.70], [2.01, -0.78, -2.17], [1.24, -1.11, -0.92], [-0.56, -2.33, -0.64], [3.08, 0.10, -2.04], [4.12, 0.35, -5.28], [1.74, -0.59, -0.10], [3.34, 0.50, -1.07], [-0.03, 6.14, 5.84], [-1.25, 5.41, 5.63], [-1.25, 4.26, 5.00], [-2.52, 3.63, 4.88], [-2.61, 2.43, 4.26], [-1.45, 1.82, 3.71], [-0.18, 2.45, 3.83], [-0.08, 3.65, 4.47], [-1.64, 0.64, 3.11], [-0.73, -0.05, 2.64], [-0.34, -0.63, 1.56], [0.53, -1.83, 1.82], [1.10, -2.72, 0.98], [0.90, -2.57, -0.50], [1.03, -3.50, -1.46], [-0.28, -0.85, -0.89], [-0.89, -0.77, -2.14], [-1.88, 0.14, -2.32], [-2.28, 0.97, -1.31], [-1.77, 0.81, 0.01], [-0.80, -0.11, 0.27], [-0.33, 7.02, 6.40], [0.41, 6.42, 4.89], [0.66, 5.54, 6.44], [-3.38, 4.13, 5.31], [-3.55, 1.91, 4.17], [0.70, 1.97, 3.45], [0.88, 4.13, 4.58], [0.69, -1.97, 2.88], [1.69, -3.53, 1.38], [-2.33, 0.16, -3.30], [-3.04, 1.71, -1.51], [-2.20, 1.41, 0.80]], "mulliken_charge": [-0.17, -0.35, -0.20, 0.49, -0.43, -0.61, 0.32, 0.33, 0.24, -0.16, 0.08, -0.40, 0.19, -0.15, 0.52, -0.20, -0.45, 0.60, -0.73, -1.52, 0.47, 0.69, 0.52, -0.84, -0.37, 0.90, -0.78, -0.06, 0.35, -0.50, -0.59, -0.76, 0.10, 0.46, -0.30, -1.42, 1.69, -0.59, 2.16, -0.02, -0.56, -1.22, -0.28, 0.21, 0.24, 0.37, 0.37, 0.46, 0.50, 0.43, 0.45, 0.56, 0.52, 0.52, 0.45, 0.47], "spin_multiplicity": 1, "total_charge": 2, "homo_ev": [-13.5, -13.5], "orbital_gap_ev": [5.58, 5.45]}

---

Entry 3:
{"formula": "C5H11N", "method": "wB97M-V/def2-TZVPD", "species": ["C", "C", "N", "C", "C", "C", "H", "H", "H", "H", "H", "H", "H", "H", "H", "H", "H"], "xyz": [[-2.19, 0.51, 1.17], [-0.91, -0.62, -1.30], [0.06, -0.61, -0.46], [0.58, -0.85, 0.76], [1.13, 0.28, -0.01], [2.49, 0.24, -0.66], [-2.98, -0.21, 0.94], [-2.33, 0.92, 2.17], [-2.21, 1.32, 0.43], [-1.67, -1.40, -1.24], [-1.01, 0.21, -2.00], [-1.21, -0.01, 1.20], [0.98, -1.75, 1.19], [0.75, 1.29, 0.21], [3.20, 0.66, 0.06], [2.56, 0.81, -1.59], [2.78, -0.80, -0.85]], "mulliken_charge": [-0.84, -0.59, 0.02, -0.72, 0.27, -1.35, 0.28, 0.34, 0.24, 0.33, 0.30, 0.09, 0.25, 0.39, 0.35, 0.32, 0.33], "spin_multiplicity": 1, "homo_ev": [-7.2, -7.2], "relative_energy_ev": 4.264, "orbital_gap_ev": [8.20, 8.20]}

---

no.,maximum force (eV/A),M (g/mol)
1,6.5,433.3
2,0.9,594.3
3,0.6,85.1